{"formula": "C45H66N7O4RbSi", "method": "wB97M-V/def2-TZVPD", "e_homo_ev": [0.50, 0.49], "energy_ev": -74881.8790, "charge": -2, "lumo_ev": [2.870, 2.859], "gap_ev": [2.37, 2.37], "species": ["Rb", "C", "N", "C", "C", "C", "C", "C", "C", "N", "C", "C", "C", "C", "C", "C", "N", "C", "C", "C", "C", "C", "N", "H", "H", "H", "H", "H", "H", "H", "H", "H", "H", "H", "H", "H", "H", "H", "H", "H", "H", "O", "H", "H", "O", "H", "H", "O", "H", "H", "N", "C", "C", "C", "C", "C", "C", "N", "C", "C", "C", "C", "N", "C", "C", "H", "H", "H", "H", "H", "H", "H", "H", "H", "C", "C", "C", "C", "Si", "C", "C", "C", "C", "C", "C", "C", "C", "H", "H", "H", "H", "H", "H", "H", "H", "H", "H", "H", "H", "H", "H", "H", "H", "H", "H", "H", "H", "H", "H", "H", "H", "H", "H", "H", "C", "O", "C", "C", "H", "H", "H", "H", "H", "H"], "xyz": [[-0.4774, 0.9894, 1.9879], [-3.3232, 2.8469, 3.1623], [-2.7717, 3.0223, 1.7467], [-2.5629, 4.5049, 1.5750], [-1.1533, 4.9091, 1.0319], [-0.8999, 5.3243, -0.2880], [0.4432, 5.4451, -0.6681], [1.4334, 5.5623, 0.3349], [1.0415, 5.3268, 1.5755], [-0.2341, 5.0336, 2.0054], [-3.7166, 2.4809, 0.6981], [-3.1003, 2.3233, -0.6434], [-4.0106, 2.1449, -1.7175], [-3.5011, 2.2342, -3.0411], [-2.1191, 2.3979, -3.2371], [-1.3195, 2.4245, -2.0858], [-1.7845, 2.3923, -0.8311], [-3.7755, 1.4261, 3.5462], [-4.9423, 1.3155, 4.3387], [-5.5158, 0.0501, 4.3962], [-4.9039, -0.9654, 3.6136], [-3.6689, -0.8113, 3.0139], [-3.1077, 0.4357, 2.9719], [-4.2249, 3.5222, 3.3043], [-2.4288, 3.0888, 3.7350], [-2.5294, 4.9601, 2.5986], [-3.3922, 4.9785, 1.0073], [-1.6981, 5.3073, -1.0697], [0.6881, 5.4563, -1.7772], [2.4540, 5.7522, 0.0501], [1.7821, 5.5100, 2.4172], [-4.5695, 3.1429, 0.6556], [-4.1013, 1.4570, 0.9570], [-5.0857, 1.9862, -1.6034], [-4.2398, 2.1473, -3.8595], [-1.6640, 2.4307, -4.2314], [-0.2351, 2.6832, -2.1502], [-5.4428, 2.2053, 4.8052], [-6.4699, -0.1677, 4.8378], [-5.5066, -1.8940, 3.4388], [-3.1715, -1.6596, 2.5581], [-0.0224, 3.0056, 4.0957], [-0.0472, 3.2870, 5.0152], [0.1918, 3.7994, 3.5797], [1.2713, -1.5899, -2.9667], [1.9939, -1.9760, -3.5163], [1.3687, -0.6322, -3.1978], [1.8224, 0.5026, 0.1351], [1.8709, 0.4405, -0.8415], [2.7538, 0.7178, 0.4339], [8.3319, 3.9293, 2.9454], [9.2801, 4.9119, 2.9216], [9.8638, 5.7557, 3.8617], [10.7357, 6.7040, 3.3603], [10.9356, 6.9583, 1.9801], [10.4395, 6.0990, 1.0448], [9.5621, 5.0607, 1.4773], [8.7472, 4.2811, 0.7304], [7.9875, 3.6275, 1.6440], [6.9326, 2.7235, 1.2870], [6.3157, 1.8005, 2.1885], [5.3029, 1.0262, 1.6232], [4.7848, 1.1910, 0.3966], [5.3242, 2.1343, -0.3681], [6.4159, 2.9169, 0.0064], [7.6555, 3.7122, 3.6926], [9.7239, 5.5755, 4.9347], [11.1722, 7.3452, 4.1317], [11.4897, 7.8664, 1.6427], [10.6606, 6.1447, -0.0721], [6.7779, 1.5299, 3.1058], [4.9097, 0.1850, 2.1370], [4.8151, 2.3007, -1.3218], [6.8083, 3.6032, -0.7630], [0.0419, -4.6070, -2.8461], [-1.2356, -5.1413, -2.1790], [-1.2920, -4.6770, -0.7028], [-1.0730, -6.6447, -2.2310], [-2.8170, -4.5755, -3.0229], [-2.8397, -4.1273, -4.8942], [-1.8897, -2.8986, -4.9241], [-2.1032, -5.2865, -5.6059], [-4.0964, -3.6704, -5.6631], [-4.4323, -5.7315, -2.5400], [-4.4123, -5.8915, -1.0446], [-5.6021, -4.9037, -3.0519], [-4.4199, -7.1203, -3.1927], [0.9566, -5.0204, -2.3709], [0.1279, -3.5052, -2.7045], [0.2126, -4.8531, -3.9395], [-0.2518, -4.8390, -0.3179], [-1.9177, -5.2800, -0.0927], [-1.5411, -3.6440, -0.6077], [-0.1369, -6.8605, -1.6700], [-0.8903, -7.0051, -3.2417], [-1.9289, -7.0903, -1.7213], [-0.9017, -3.1646, -4.5576], [-2.3205, -2.0026, -4.4724], [-1.6120, -2.6089, -5.9569], [-1.1731, -5.4092, -5.0796], [-1.9410, -4.9232, -6.6595], [-2.7069, -6.1926, -5.6488], [-4.6520, -2.9207, -5.0302], [-4.8273, -4.4726, -5.7285], [-3.8811, -3.2580, -6.6782], [-4.5358, -4.9666, -0.4925], [-3.5359, -6.3757, -0.6243], [-5.2936, -6.4943, -0.7761], [-5.5324, -3.8786, -2.7195], [-6.6126, -5.2530, -2.7309], [-5.6231, -4.8146, -4.1286], [-3.4559, -7.6024, -3.0490], [-4.6638, -7.0789, -4.2537], [-5.2296, -7.7565, -2.7472], [0.1198, -0.4897, 5.9590], [0.1240, -1.2950, 4.7980], [1.3797, -1.5326, 4.4101], [1.3303, -2.3035, 3.1107], [0.5851, 0.5131, 5.7492], [0.8558, -0.9375, 6.6755], [-0.8970, -0.4217, 6.3556], [1.5306, -3.3670, 3.3334], [2.2065, -2.0464, 2.5333], [0.4345, -2.2309, 2.4894]], "forces_ev_per_angstrom": [[-0.03, 0.05, -0.22], [-0.24, -0.47, -0.60], [-1.19, 0.17, -0.07], [0.88, -0.19, 0.45], [-1.24, 0.92, 0.96], [0.54, -1.32, -0.88], [-0.56, 0.58, -0.95], [-0.32, -0.46, -3.49], [-0.48, 0.63, 4.71], [1.35, -0.51, -1.75], [1.01, -0.64, 1.84], [-0.87, -0.03, -1.32], [1.31, 0.45, -1.59], [-0.59, -0.44, 1.06], [-0.14, -0.33, 0.58], [0.38, 0.78, -0.40], [-0.29, 0.25, -0.09], [-2.03, 2.35, 0.63], [1.24, 1.41, -0.92], [-0.42, -1.27, -0.01], [-0.17, -1.40, -0.45], [-2.02, -0.24, 0.87], [1.92, -0.61, -0.62], [1.19, -0.38, 0.15], [-0.32, 0.55, 0.44], [-0.34, -0.42, -0.85], [0.43, -0.22, 0.07], [0.72, -0.10, 0.90], [-0.19, 0.36, 1.59], [0.20, -0.03, 0.20], [-0.94, -0.52, -1.01], [-0.54, 0.24, -0.32], [0.46, 0.93, 0.41], [0.43, 0.16, 0.35], [0.78, 0.06, 0.34], [-0.23, 0.11, 0.41], [-0.81, -0.69, -0.12], [0.66, -0.78, -0.64], [-0.27, 0.17, 0.23], [0.91, 0.61, 0.36], [0.07, 0.21, -0.27], [0.31, -0.13, 0.20], [-0.02, -0.04, -0.07], [-0.39, 0.10, -0.09], [1.29, 1.19, -1.09], [-0.83, 0.10, 0.69], [-0.39, -1.10, 0.37], [0.68, 0.30, -0.21], [0.12, -0.08, 1.02], [-0.58, -0.20, -0.77], [-1.08, -0.68, 1.06], [0.73, 0.88, -1.89], [-0.19, -1.60, -0.36], [0.23, 1.59, 0.31], [0.96, 0.79, 1.01], [-0.83, -1.56, -1.79], [0.03, 1.16, 1.38], [0.00, -0.24, 0.96], [-0.48, -1.09, -1.26], [1.79, 1.91, 1.24], [-0.98, -0.63, -2.03], [1.05, 0.80, 0.36], [-1.07, -0.89, 0.60], [0.99, 1.52, -0.39], [-1.94, -1.14, -2.25], [0.90, 0.38, -0.57], [0.03, 0.33, -0.41], [0.10, 0.11, -0.54], [-0.21, -0.95, 0.50], [-0.41, 0.29, 1.64], [0.13, -0.12, 0.75], [-0.39, -0.58, 0.76], [0.31, -0.02, 0.06], [0.03, -0.26, 0.97], [0.94, 1.08, -0.22], [0.89, -0.74, -1.01], [2.33, -0.57, -0.80], [0.76, -0.10, 1.10], [-3.48, 2.74, 1.52], [1.16, 0.02, -0.76], [0.43, -0.22, -1.15], [-0.93, 1.53, -1.46], [-0.58, 0.12, 1.30], [1.91, 0.32, -1.42], [-1.16, -0.17, 0.54], [-0.88, -0.13, 0.57], [-0.91, -0.12, 0.46], [-0.40, -0.06, 0.23], [-0.14, -0.74, -0.33], [-0.59, 0.27, 1.17], [-0.47, 0.18, 0.05], [-0.79, -0.42, 0.40], [-0.28, 0.64, -0.02], [-0.35, -0.44, 0.04], [-0.43, -0.16, -0.10], [0.24, -0.55, -0.29], [-0.18, 0.38, 0.72], [0.20, -0.35, 0.39], [-0.51, -0.16, -0.32], [0.40, -0.55, -0.25], [0.37, -0.67, 0.40], [0.13, -0.12, 0.16], [0.71, -0.26, -0.73], [0.07, -0.27, -0.57], [0.06, -0.26, 0.68], [0.14, 0.45, -0.16], [0.08, -0.24, -0.22], [0.00, -0.25, 0.23], [0.18, 0.35, 0.39], [0.44, -0.24, -0.03], [-0.02, -0.41, -0.16], [-0.10, -0.26, -0.08], [0.25, 0.13, -0.20], [0.45, 0.09, -0.12], [1.27, 0.95, 1.54], [1.57, -0.14, -1.09], [-1.32, -0.59, -0.61], [0.29, -0.18, 0.44], [-0.91, -0.78, -0.07], [-0.99, 0.21, -0.29], [0.25, 0.01, -0.18], [-0.28, 0.22, 0.21], [0.23, 0.34, -0.29], [-0.14, 0.01, 0.22]], "mulliken_charge": [0.120, -0.818, 0.998, -1.268, 0.746, -0.703, -0.142, -0.651, -0.071, -0.507, -1.153, 0.787, -0.883, -0.225, -0.838, -0.429, 0.072, 0.105, -0.604, -0.872, -0.261, -0.998, 0.366, 0.217, 0.491, 0.509, 0.339, 0.326, 0.356, 0.460, 0.297, 0.346, 0.362, 0.420, 0.377, 0.405, 0.453, 0.261, 0.317, 0.297, 0.440, -0.271, 0.209, 0.186, -0.568, 0.290, 0.281, -0.178, 0.102, 0.309, -0.098, 0.331, -0.828, -0.360, -0.373, -0.560, 0.568, -0.724, 0.053, 0.912, -0.818, -0.551, -0.553, -0.603, -0.472, 0.266, 0.327, 0.296, 0.290, 0.306, 0.411, 0.526, 0.329, 0.325, -2.320, 2.763, -1.969, -2.294, -0.569, 2.289, -1.952, -1.687, -2.166, 2.095, -2.100, -1.908, -1.646, 0.440, 0.395, 0.420, 0.442, 0.427, 0.357, 0.552, 0.261, 0.503, 0.419, 0.338, 0.472, 0.351, 0.498, 0.177, 0.429, 0.451, 0.410, 0.323, 0.348, 0.537, 0.354, 0.390, 0.293, 0.264, 0.285, 0.478, -0.513, -0.045, -0.537, -0.403, 0.221, 0.374, 0.253, 0.336, 0.260, 0.101]}

{"formula": "C7H8I3N2O2", "method": "wB97M-V/def2-TZVPD", "e_homo_ev": -11.84, "energy_ev": -38755.5047, "charge": 1, "lumo_ev": -3.859, "gap_ev": 7.98, "species": ["C", "C", "C", "C", "C", "C", "C", "N", "N", "O", "O", "I", "I", "I", "H", "H", "H", "H", "H", "H", "H", "H"], "xyz": [[-0.7925, 0.1831, -2.1983], [-0.8867, 1.2646, -1.1983], [-0.3448, -0.9507, -1.7813], [-0.4297, 0.9200, 0.0217], [5.7056, 0.6453, 0.4332], [0.1132, -1.9198, -1.1161], [0.1274, 0.2269, 0.9353], [-1.2492, 2.5012, -1.4712], [-0.7605, -0.5000, 2.0007], [5.1558, 0.4797, 1.4036], [6.2710, 0.9322, -0.5269], [-4.2492, -0.7176, 1.0702], [-0.9447, -3.4134, -0.0083], [2.1756, -0.0442, 1.3927], [-1.1953, 0.3866, -3.1528], [1.1689, -2.1641, -1.0078], [-4.6095, -1.8473, 2.0836], [-1.4239, 2.8571, -2.5340], [-0.9950, 3.1531, -0.7507], [-0.0602, -1.1843, 2.4327], [-1.5637, -0.9091, 1.3742], [-1.2127, 0.1007, 2.5979]], "forces_ev_per_angstrom": [[-0.83, 0.97, 0.35], [1.69, -1.13, 1.41], [-0.52, -0.08, -0.81], [-0.50, -0.22, -0.28], [1.81, 1.38, -2.64], [1.24, -2.53, 1.05], [-0.30, 0.54, 1.34], [-1.17, 2.20, -4.12], [1.79, -2.79, -4.01], [-1.96, -1.12, 3.42], [0.33, -0.27, -0.79], [0.18, 0.82, -0.73], [0.02, 0.51, -0.49], [-0.41, 0.11, -0.11], [-0.17, -0.01, -1.10], [-0.18, 0.27, -0.30], [-0.25, -0.79, 0.69], [0.68, -1.20, 3.86], [-0.26, 0.63, -0.36], [-1.94, 0.71, -0.26], [1.63, 0.04, 1.62], [-0.87, 1.95, 2.26]], "mulliken_charge": [-0.623, 0.773, 0.009, 0.300, 0.697, -0.591, -0.800, -0.537, -0.090, -0.375, -0.330, -0.012, 0.138, 0.237, 0.452, 0.435, 0.137, 0.291, 0.234, 0.374, -0.064, 0.346]}

Question: What is the charge in the second record?
Answer: +1

Question: The highest charge belongs to which entry?
Answer: C7H8I3N2O2

Question: charge of number 2 (C7H8I3N2O2)?
Answer: +1